Here is 2 unconnected molecules or ions with the total composition C3H8O4S at a distorted geometry from OMol25. Energies are from ωB97M-V with the def2-TZVPD basis set.

Each line ends with the Löwdin charge.
Element x y z (Å)
C -1.8953 0.2821 -1.0409  -0.02
C 2.1411 0.7371 0.4871  -0.18
C -1.6417 -0.7944 0.0436  -0.62
O 1.0258 -1.3731 0.8673  -0.27
O 1.3512 -0.7185 -1.4742  -0.41
O -1.6390 -0.2321 1.3039  0.04
O -1.5108 -1.9927 -0.1682  0.06
S 0.7955 -0.2223 -0.2376  0.83
H -1.2956 -0.1025 -1.8853  0.08
H -1.4843 1.2162 -0.7201  0.06
H -2.9378 0.3796 -1.3712  0.09
H 3.0900 0.1509 0.5692  0.09
H 2.3122 1.6268 -0.0492  0.04
H 1.6734 0.8663 1.4478  0.04
H -1.2008 -0.8255 1.9351  0.12
H 0.4190 -2.0738 0.6106  0.05

Forces on atoms 1 to 3 (eV/Å):
0.2 -1.7 -0.3
-0.2 -1.5 0.8
-1.4 0.1 0.1

The value obtained for the HOMO energy is -0.3505 hartree. The energy above the lowest of the compared OMol25 structures with the same formula, charge and spin is 43.0 kJ/mol. The calculation puts the electronic energy at -22264.893 eV.

Here is a single C3H6O2S molecule at a distorted geometry from OMol25. Energies are from ωB97M-V with the def2-TZVPD basis set.

Each line ends with the Löwdin charge.
Element x y z (Å)
C 1.5099 -0.1952 0.1119  -0.40
C -0.7535 1.0373 -0.0407  -0.29
C 0.0863 -0.2303 -0.5194  -0.51
O 2.5002 -0.6951 -0.3298  0.04
O -2.1318 0.8623 -0.1038  -0.04
S -0.4275 -1.7713 0.4334  0.75
H 1.4505 0.4346 1.0361  0.12
H -0.4461 1.9434 -0.5511  0.12
H -0.2576 1.2597 0.9279  0.10
H 0.1908 -0.3575 -1.5653  0.09
H -2.3766 0.2892 0.6138  0.07
H 0.6555 -2.5771 -0.0128  -0.06

Forces on atoms 1 to 3 (eV/Å):
-1.4 1.5 -0.3
2.3 -1.2 0.1
0.9 0.3 2.0

The value obtained for the HOMO energy is -0.3520 hartree. The energy above the lowest of the compared OMol25 structures with the same formula, charge and spin is 183.9 kJ/mol. The calculation puts the electronic energy at -18137.041 eV.

Here is a single C8H12O4 molecule at a distorted geometry from OMol25. Energies are from ωB97M-V with the def2-TZVPD basis set.

Each line ends with the Löwdin charge.
Element x y z (Å)
C 1.3375 -0.8482 0.5478  -0.13
C 0.6260 0.2967 0.0787  -0.14
C 2.8600 0.4855 -0.3489  -0.43
C -0.7562 2.1379 0.6300  -0.03
C -1.8987 -0.0374 0.4061  -0.06
C -0.8572 0.6499 -1.6190  -0.01
C 0.8179 -2.1790 0.7597  -0.20
C -0.7812 0.7758 -0.1212  -0.51
O 3.8652 1.1295 -0.6810  0.11
O 2.6836 -0.6998 0.1934  0.17
O 1.5888 1.1266 -0.4054  0.11
O 0.2999 -2.6949 -0.4681  -0.05
H -1.7785 2.7125 0.6562  0.12
H -0.4733 2.0377 1.7187  0.10
H 0.1117 2.7232 0.4051  0.06
H -2.1278 -0.9420 -0.1417  0.09
H -2.8236 0.5717 0.5870  0.11
H -1.6338 -0.3790 1.4335  0.10
H -1.7777 0.7696 -2.0285  0.07
H -0.5328 -0.3108 -1.7860  0.07
H -0.2692 1.2839 -2.2032  0.09
H -0.0596 -2.0735 1.4833  0.13
H 1.5191 -2.9063 1.2567  0.14
H 0.0596 -3.6296 -0.3531  0.10

Forces on atoms 1 to 3 (eV/Å):
-2.3 3.2 -1.8
3.1 -3.7 2.1
1.3 4.0 -0.8

The value obtained for the HOMO energy is -0.3260 hartree. The energy above the lowest of the compared OMol25 structures with the same formula, charge and spin is 230.7 kJ/mol. The calculation puts the electronic energy at -16678.563 eV.

Here is a molecular structure, C2H5NO2 at a distorted geometry from OMol25. Energies are from ωB97M-V with the def2-TZVPD basis set.

Each line ends with the Löwdin charge.
Element x y z (Å)
C 0.3183 1.1035 0.0549  -0.28
C 0.7242 -0.3359 0.3879  -0.13
N 2.5229 -0.4409 -0.0263  -0.42
O 3.1040 0.6462 0.0142  -0.10
O 3.0576 -1.5796 -0.1201  -0.12
H -0.5223 1.4409 0.6201  0.02
H 1.1149 1.7887 0.1374  0.00
H 0.1163 1.3703 -1.0544  0.06
H -11.0013 -3.0638 0.4842  -1.00
H 0.5653 -0.9293 -0.4979  -0.04

Forces on atoms 1 to 3 (eV/Å):
0.1 -0.5 -2.6
2.4 0.2 -0.8
-2.6 -0.2 1.4

Its charge is -2. The value obtained for the HOMO energy is 0.0640 hartree. The energy above the lowest of the compared OMol25 structures with the same formula, charge and spin is 0.0 kJ/mol. The calculation puts the electronic energy at -7732.095 eV.

Here is 6 unconnected molecules or ions with the total composition H12O6 at a distorted geometry from OMol25. Energies are from ωB97M-V with the def2-TZVPD basis set.

Each line ends with the Löwdin charge.
Element x y z (Å)
O -1.4561 -0.2948 -3.4689  -0.05
H -1.4541 -1.2168 -3.7359  0.03
H -0.9531 -0.2978 -2.6789  -0.05
O -0.7451 -2.4878 -0.1989  -0.03
H -0.1421 -2.4258 0.5781  0.08
H -0.5511 -3.3808 -0.4709  0.06
O 2.6169 0.3522 2.0171  -0.04
H 2.3219 0.8532 1.2561  -0.01
H 1.8309 -0.1118 2.2291  0.00
O -1.0841 0.2962 1.8591  -0.03
H -1.4311 1.1532 2.0611  0.03
H -1.0101 0.1792 0.9201  -0.02
O 0.9789 2.2082 0.4351  -0.03
H 0.4559 2.1892 1.2391  0.04
H 0.9689 3.1372 0.2471  0.06
O -0.3831 0.1112 -0.9469  -0.05
H -0.3751 -0.8148 -0.6029  0.02
H 0.4119 0.5502 -0.7389  0.01

Forces on atoms 1 to 3 (eV/Å):
-0.8 -0.3 -1.6
-0.1 0.0 -0.2
0.8 0.4 1.6

The value obtained for the HOMO energy is -0.3942 hartree. The energy above the lowest of the compared OMol25 structures with the same formula, charge and spin is 127.3 kJ/mol. The calculation puts the electronic energy at -12479.795 eV.

Here is 2 unconnected molecules or ions with the total composition C4H11NO2 at a distorted geometry from OMol25. Energies are from ωB97M-V with the def2-TZVPD basis set.

Each line ends with the Löwdin charge.
Element x y z (Å)
C -1.7391 0.3043 1.0333  -0.01
C -1.5869 -1.1507 0.4358  -0.52
C -0.3168 -2.3436 -1.2991  -0.10
C 2.2823 1.9778 0.5290  -0.15
H -1.3041 1.1371 0.3964  0.08
H -1.4087 0.2642 2.0927  0.09
H -2.7558 0.4883 0.9151  0.04
H -0.1033 -0.2691 -0.9698  0.14
H 0.0068 -3.1290 -0.5503  0.10
H -1.2100 -2.5641 -1.9284  0.09
H 0.3994 -2.0504 -2.1019  0.08
H 1.3511 2.7245 -0.8752  0.12
H 2.4309 1.0741 1.0834  0.05
H 3.4238 2.3107 0.4087  0.11
H 1.8304 2.7935 1.1620  0.08
N -0.5891 -1.1179 -0.5315  -0.04
O -2.1344 -2.1571 0.8765  0.04
O 1.4233 1.7073 -0.6766  -0.18

Forces on atoms 1 to 3 (eV/Å):
1.1 -0.9 -0.8
1.9 1.9 0.3
-0.2 0.6 -0.3

The value obtained for the HOMO energy is -0.3457 hartree. The energy above the lowest of the compared OMol25 structures with the same formula, charge and spin is 218.0 kJ/mol. The calculation puts the electronic energy at -9909.982 eV.